[1]
Computed, not measured: an isolated molecule of C5H8O3, with ωB97M-V/def2-TZVPD.

Positions of all 16 atoms, in Å:
1 C -0.90 -0.72 0.27
2 C -1.07 -1.39 -1.03
3 C 1.22 0.33 0.10
4 C -0.43 0.60 0.36
5 C -0.94 1.80 0.56
6 O 1.89 1.16 1.01
7 O 1.19 -1.06 0.73
8 O 1.56 0.35 -1.10
9 H 2.51 1.68 0.47
10 H 1.87 -1.56 0.24
11 H -1.20 -1.23 1.18
12 H -0.30 -1.05 -1.72
13 H -1.08 -2.48 -0.94
14 H -2.03 -1.06 -1.44
15 H -2.01 1.98 0.62
16 H -0.29 2.66 0.66

E_LUMO, eV: -0.89
ΔE to the lowest compared entry with this formula, charge and spin, kcal per mole: 89.8
E_HOMO, eV: -9.04
HOMO-LUMO gap, eV: 8.1464
Electronic energy, eV: -11453.62452

Here are the natural (NBO) charges for atoms 1 to 2, given in e: number 1, C, carries 0.250; number 2, C, carries -0.703



[2]
Computed, not measured: a cluster of 7 separate species, C10H34N4O11 in total at a distorted geometry, with ωB97M-V/def2-TZVPD.

Positions of all 59 atoms, in Å:
1 N 2.27 2.60 2.18
2 C 1.47 3.43 2.82
3 N 0.45 3.51 2.01
4 O 1.68 4.11 3.82
5 H 3.24 2.56 2.44
6 H 1.91 2.15 1.35
7 H 0.28 2.95 1.19
8 H -0.37 3.68 2.57
9 N -1.68 -0.08 -2.77
10 C -2.68 -0.16 -3.66
11 N -2.79 0.96 -4.36
12 O -3.48 -1.07 -3.75
13 H -1.74 -0.86 -2.13
14 H -1.04 0.69 -2.64
15 H -2.02 1.61 -4.43
16 H -3.59 1.07 -4.96
17 O 3.36 -0.11 1.85
18 C 2.47 -1.15 1.93
19 C 2.60 -2.19 3.11
20 O 2.06 -1.75 4.36
21 H 4.21 -0.47 1.62
22 H 1.48 -0.73 2.06
23 H 2.45 -1.81 1.07
24 H 3.67 -2.28 3.29
25 H 2.12 -3.12 2.81
26 H 2.54 -0.96 4.62
27 O -2.49 2.00 -0.46
28 C -3.01 3.21 -1.12
29 C -3.70 4.22 -0.07
30 O -4.77 3.51 0.45
31 H -3.22 1.60 0.01
32 H -2.30 3.69 -1.78
33 H -3.81 2.95 -1.81
34 H -4.10 5.01 -0.70
35 H -2.98 4.71 0.59
36 H -4.40 3.20 1.28
37 O 2.45 0.76 -3.02
38 C 2.00 0.06 -1.90
39 C 3.00 -1.12 -1.65
40 O 3.30 -1.94 -2.84
41 H 2.18 0.19 -3.75
42 H 1.96 0.71 -1.02
43 H 1.01 -0.38 -1.96
44 H 2.78 -1.89 -0.92
45 H 3.95 -0.75 -1.27
46 H 3.61 -1.29 -3.48
47 O -1.22 -2.53 1.01
48 C -0.33 -3.48 0.53
49 C -1.17 -4.84 0.63
50 O -0.89 -5.24 1.96
51 H -0.82 -2.33 1.86
52 H -0.18 -3.21 -0.51
53 H 0.65 -3.65 0.98
54 H -0.81 -5.50 -0.15
55 H -2.22 -4.63 0.44
56 H -1.13 -6.16 2.05
57 O -0.35 0.25 0.18
58 H -1.02 0.90 -0.03
59 H -0.79 -0.60 0.06

E_LUMO, eV: 0.11
ΔE to the lowest compared entry with this formula, charge and spin, kcal per mole: 69.0
E_HOMO, eV: -9.80
HOMO-LUMO gap, eV: 9.9085
Electronic energy, eV: -39401.72527

Here are the natural (NBO) charges for atoms 1 to 2, given in e: number 1, N, carries -0.813; number 2, C, carries 0.750



[3]
Computed, not measured: a structure of composition C16H37N5PtSbSe, with ωB97M-V/def2-TZVPD.

Positions of all 61 atoms, in Å:
1 Pt 0.03 0.48 -0.11
2 N -1.42 -0.95 0.21
3 C -1.05 -2.39 0.28
4 C -0.36 -2.77 1.60
5 C 1.12 -3.16 1.50
6 C 2.01 -2.14 0.80
7 N 1.70 -0.79 1.28
8 H -1.96 -0.69 1.04
9 H -2.04 -0.81 -0.58
10 H -0.41 -2.61 -0.58
11 H -1.96 -2.97 0.16
12 H -0.88 -3.62 2.03
13 H -0.48 -1.95 2.30
14 H 1.22 -4.12 0.97
15 H 1.50 -3.33 2.51
16 H 1.84 -2.17 -0.29
17 H 3.06 -2.40 0.96
18 H 2.52 -0.20 1.28
19 H 1.39 -0.81 2.24
20 C 0.73 1.10 -4.05
21 Sb 0.41 -0.43 -2.61
22 C 1.77 -1.89 -3.37
23 C -1.39 -1.23 -3.43
24 H 0.44 0.72 -5.03
25 H 1.78 1.36 -4.05
26 H 0.13 1.97 -3.80
27 H 1.63 -1.97 -4.44
28 H 1.58 -2.86 -2.91
29 H 2.80 -1.59 -3.16
30 H -1.25 -1.39 -4.50
31 H -2.20 -0.52 -3.29
32 H -1.65 -2.18 -2.97
33 Se -1.19 2.49 0.63
34 C -2.91 2.03 1.33
35 C -3.79 1.17 0.68
36 C -5.02 0.90 1.27
37 N -5.42 1.43 2.42
38 C -4.58 2.28 3.02
39 C -3.33 2.61 2.52
40 H -3.54 0.75 -0.28
41 H -5.72 0.24 0.78
42 H -4.93 2.71 3.95
43 H -2.69 3.30 3.06
44 C 4.78 1.94 -2.09
45 C 3.62 2.60 -1.35
46 C 4.08 3.11 0.02
47 C 3.06 3.76 -2.18
48 N 2.58 1.54 -1.24
49 N 1.48 1.90 -0.41
50 H 5.53 2.69 -2.34
51 H 4.43 1.49 -3.02
52 H 5.25 1.17 -1.48
53 H 4.98 3.72 -0.10
54 H 4.33 2.27 0.68
55 H 3.34 3.73 0.51
56 H 3.80 4.55 -2.26
57 H 2.17 4.20 -1.73
58 H 2.80 3.43 -3.19
59 H 3.00 0.71 -0.84
60 H 0.94 2.62 -0.89
61 H 1.76 2.30 0.49

E_LUMO, eV: -2.65
ΔE to the lowest compared entry with this formula, charge and spin, kcal per mole: 24.5
Net charge: +1
E_HOMO, eV: -9.95
HOMO-LUMO gap, eV: 7.3005
Electronic energy, eV: -99767.66306

Here are the natural (NBO) charges for atoms 1 to 2, given in e: number 1, Pt, carries 0.588; number 2, N, carries -0.763



[4]
Computed, not measured: a structure of composition C10H24AsF2N2OS2Y at a distorted geometry, with ωB97M-V/def2-TZVPD.

Positions of all 43 atoms, in Å:
1 Y 1.12 0.42 -0.27
2 F 1.64 -1.60 -2.08
3 C 2.29 -0.36 -2.01
4 F 1.46 0.48 -2.81
5 H 3.24 -0.46 -2.53
6 C 1.74 3.52 -2.15
7 S 2.32 3.02 -0.52
8 C 1.25 4.04 0.53
9 H 1.92 4.58 -2.26
10 H 0.68 3.29 -2.27
11 H 2.32 2.97 -2.89
12 H 0.20 3.81 0.32
13 H 1.46 5.08 0.32
14 H 1.49 3.83 1.57
15 C -3.28 0.43 0.32
16 As -2.38 1.36 -1.08
17 C -2.60 0.48 -2.75
18 C -3.08 3.12 -1.14
19 O -0.70 1.48 -0.77
20 H -4.30 0.79 0.36
21 H -2.77 0.64 1.26
22 H -3.27 -0.64 0.13
23 H -3.66 0.32 -2.94
24 H -2.07 -0.47 -2.73
25 H -2.18 1.12 -3.52
26 H -4.16 3.06 -1.26
27 H -2.64 3.66 -1.97
28 H -2.84 3.62 -0.20
29 C 2.59 -2.69 1.04
30 N 1.49 -3.15 1.86
31 C 1.66 -4.16 2.93
32 C 0.22 -4.35 3.46
33 N -0.54 -3.40 2.62
34 C 0.22 -2.79 1.73
35 S -0.41 -1.71 0.54
36 H 2.89 -1.67 1.31
37 H 2.33 -2.74 -0.02
38 H 3.46 -3.32 1.22
39 H 2.34 -3.78 3.69
40 H 2.08 -5.07 2.51
41 H 0.13 -4.09 4.51
42 H -0.14 -5.36 3.31
43 H -1.54 -3.33 2.62

E_LUMO, eV: -6.47
ΔE to the lowest compared entry with this formula, charge and spin, kcal per mole: 24.2
Net charge: +2
E_HOMO, eV: -15.15
HOMO-LUMO gap, eV: 8.6746
Electronic energy, eV: -104761.82432

Here are the natural (NBO) charges for atoms 1 to 2, given in e: number 1, Y, carries 2.037; number 2, F, carries -0.364



[5]
Computed, not measured: a cluster of 2 separate species, C3H9NO2 in total at a distorted geometry, with ωB97M-V/def2-TZVPD.

Positions of all 15 atoms, in Å:
1 C 2.60 0.43 -0.48
2 C 1.60 -0.69 -0.26
3 N 0.25 -0.19 -0.09
4 C -0.29 -0.01 1.13
5 O -1.44 0.28 1.39
6 H 3.66 0.15 -0.44
7 H 2.55 0.89 -1.47
8 H 2.47 1.21 0.27
9 H 1.89 -1.25 0.64
10 H 1.61 -1.41 -1.07
11 H -0.33 -0.10 -0.92
12 H 0.46 -0.19 1.92
13 O -2.52 0.18 -1.31
14 H -2.96 0.80 -0.71
15 H -2.71 -0.67 -0.89

E_LUMO, eV: 0.94
ΔE to the lowest compared entry with this formula, charge and spin, kcal per mole: 15.6
E_HOMO, eV: -9.77
HOMO-LUMO gap, eV: 10.7096
Electronic energy, eV: -8842.28008

Here are the natural (NBO) charges for atoms 1 to 2, given in e: number 1, C, carries -0.624; number 2, C, carries -0.222



[6]
Computed, not measured: an isolated molecule of C9H14OSe at a distorted geometry, with ωB97M-V/def2-TZVPD.

Positions of all 25 atoms, in Å:
1 C 0.41 0.93 -0.55
2 C 1.29 0.16 -0.12
3 C 2.82 0.72 0.16
4 C 1.29 -1.27 -0.08
5 C -0.10 -1.89 0.19
6 C -1.12 -1.59 -1.09
7 C -1.55 -0.20 -1.09
8 C 3.25 0.53 1.55
9 C -4.39 0.75 -0.46
10 O 3.42 1.20 -0.77
11 Se -2.57 0.59 0.27
12 H 0.10 1.99 -0.71
13 H 1.74 -1.70 -0.97
14 H 1.95 -1.58 0.71
15 H -0.11 -2.88 0.53
16 H -0.58 -1.38 0.98
17 H -0.77 -2.05 -2.00
18 H -2.03 -2.23 -0.68
19 H -1.63 0.40 -2.01
20 H 2.50 0.62 2.39
21 H 4.11 1.27 1.75
22 H 3.60 -0.48 1.60
23 H -4.55 1.49 -1.37
24 H -4.68 -0.20 -0.95
25 H -5.02 1.31 0.34

E_LUMO, eV: 0.59
ΔE to the lowest compared entry with this formula, charge and spin, kcal per mole: 91.2
E_HOMO, eV: -7.50
HOMO-LUMO gap, eV: 8.0905
Electronic energy, eV: -76948.28261

Here are the natural (NBO) charges for atoms 1 to 2, given in e: number 1, C, carries -0.090; number 2, C, carries -0.196



[7]
Computed, not measured: an isolated molecule of C16H32NO2, with ωB97M-V/def2-TZVPD.

Positions of all 51 atoms, in Å:
1 C -1.72 2.92 2.26
2 C -1.19 3.00 3.69
3 C -0.14 1.96 4.12
4 C 1.12 1.84 3.23
5 C 1.40 0.47 2.57
6 C 0.20 -0.30 2.02
7 C 0.55 -1.23 0.85
8 C -0.57 -1.43 -0.19
9 O -1.70 -1.95 0.55
10 C -0.26 -2.55 -1.20
11 C 0.52 -2.19 -2.48
12 C 0.34 -3.31 -3.49
13 C 2.03 -1.99 -2.26
14 N -0.12 -0.96 -3.05
15 O -1.12 -1.19 -3.80
16 C -0.27 0.26 -2.20
17 C 1.09 0.93 -1.90
18 C -1.12 1.26 -2.97
19 C -1.02 -0.15 -0.92
20 H -2.32 2.02 2.10
21 H -2.38 3.77 2.05
22 H -0.92 2.93 1.52
23 H -0.77 4.00 3.85
24 H -2.05 2.92 4.37
25 H 0.19 2.27 5.12
26 H -0.61 0.98 4.26
27 H 1.10 2.62 2.46
28 H 1.99 2.08 3.85
29 H 1.93 -0.16 3.30
30 H 2.12 0.64 1.76
31 H -0.24 -0.91 2.82
32 H -0.58 0.40 1.73
33 H 0.78 -2.23 1.23
34 H 1.46 -0.88 0.37
35 H -2.23 -1.21 0.87
36 H 0.28 -3.35 -0.69
37 H -1.23 -2.95 -1.50
38 H 0.67 -2.98 -4.48
39 H 0.95 -4.16 -3.19
40 H -0.70 -3.62 -3.57
41 H 2.54 -2.95 -2.37
42 H 2.45 -1.31 -3.00
43 H 2.28 -1.60 -1.27
44 H 0.93 1.99 -1.70
45 H 1.76 0.86 -2.76
46 H 1.60 0.51 -1.03
47 H -1.07 2.23 -2.48
48 H -2.16 0.94 -3.04
49 H -0.74 1.36 -3.99
50 H -2.07 -0.30 -1.19
51 H -0.98 0.70 -0.23

E_LUMO (alpha / beta), eV: 0.76 / 0.67
⟨S²⟩: 0.75
E_HOMO (alpha / beta), eV: -8.04 / -9.31
HOMO-LUMO gap (alpha / beta), eV: 8.7924 / 9.9846
Multiplicity: 2
Electronic energy, eV: -22694.53168

Here are the natural (NBO) charges for atoms 1 to 2, given in e: number 1, C, carries -0.612; number 2, C, carries -0.390